No. 1
# C35H35N2O5PS2SiW

C35H35N2O5PS2SiW as an isolated structure at a distorted geometry (wB97M-V/def2-TZVPD, OMol25).

E_LUMO (spin up / spin down) = -10.539 / -10.805 eV
frontier orbital gap (spin up / spin down) = 5.86 / 5.60 eV

Geometry as ORCA input:
```
! wB97M-V def2-TZVPD RIJCOSX def2/J DEFGRID3
* xyz 3 2
W 1.25 -1.04 -0.27
O -2.63 -1.21 7.05
C -2.82 -0.97 5.77
O -3.88 -0.71 5.32
C -1.61 -1.12 4.86
C -1.89 -1.57 3.53
C -0.89 -1.72 2.57
C 0.42 -1.35 2.89
C 0.68 -0.86 4.17
C -0.30 -0.78 5.17
N 1.48 -1.31 1.90
C 2.67 -1.25 2.32
C 3.71 -0.81 1.38
C 4.91 -0.30 1.75
C 5.82 0.22 0.82
C 5.45 0.19 -0.50
C 4.20 -0.25 -0.84
N 3.32 -0.68 0.05
H -1.76 -1.63 7.27
H -2.92 -1.77 3.33
H -1.14 -2.05 1.58
H 1.61 -0.46 4.39
H -0.07 -0.31 6.13
H 2.87 -1.41 3.36
H 5.20 -0.32 2.82
H 6.80 0.54 1.19
H 6.10 0.52 -1.27
H 3.91 -0.22 -1.89
C 0.89 -5.62 -5.08
C 0.90 -5.54 -3.58
O 1.32 -4.18 -3.07
P 0.41 -3.08 -2.53
S 1.52 -1.34 -2.72
S 0.06 -3.09 -0.50
O -0.96 -3.20 -3.24
C -2.24 -2.54 -2.92
C -2.61 -1.70 -4.10
H 0.79 -6.67 -5.39
H 1.88 -5.32 -5.45
H 0.09 -5.14 -5.60
H 1.63 -6.18 -3.08
H -0.06 -5.76 -3.11
H -2.04 -1.96 -1.99
H -2.93 -3.34 -2.67
H -1.92 -0.86 -4.22
H -3.66 -1.39 -3.98
H -2.64 -2.32 -5.00
O 0.41 0.44 -0.20
Si -0.65 2.39 -0.18
C 0.11 3.00 -1.77
C -0.79 3.76 -2.56
C -0.37 4.33 -3.77
C 0.94 4.13 -4.19
C 1.86 3.42 -3.41
C 1.46 2.83 -2.21
C -2.26 1.56 -0.30
C -2.91 1.05 0.85
C -4.28 0.77 0.80
C -4.94 0.90 -0.42
C -4.27 1.26 -1.57
C -2.94 1.62 -1.53
C -0.06 2.91 1.49
C -0.96 2.84 2.57
C -0.53 3.15 3.85
C 0.78 3.50 4.04
C 1.68 3.61 2.97
C 1.28 3.30 1.68
H -1.81 3.94 -2.26
H -1.01 4.96 -4.41
H 1.29 4.53 -5.10
H 2.88 3.29 -3.73
H 2.12 2.23 -1.60
H -2.43 0.88 1.80
H -4.83 0.41 1.66
H -6.00 0.72 -0.46
H -4.80 1.33 -2.51
H -2.43 1.94 -2.41
H -2.02 2.65 2.43
H -1.21 3.16 4.73
H 1.13 3.73 5.04
H 2.64 4.01 3.17
H 2.00 3.32 0.88
*
```

=====

No. 2
# C35H35N5O5Sc

C35H35N5O5Sc as an isolated structure at a distorted geometry (wB97M-V/def2-TZVPD, OMol25).

E_LUMO = 2.605 eV
frontier orbital gap = 7.43 eV

Geometry as ORCA input:
```
! wB97M-V def2-TZVPD RIJCOSX def2/J DEFGRID3
* xyz -1 1
Sc -0.32 -0.27 0.39
C 0.42 3.46 -0.18
N -0.64 2.90 -1.02
C -1.92 3.39 -0.51
C -3.16 2.67 -1.02
C -3.19 1.15 -0.78
N -2.49 0.79 0.46
C -3.20 0.59 1.50
C -2.68 0.34 2.84
C -3.59 0.10 3.87
C -3.17 -0.14 5.17
C -1.79 -0.14 5.43
C -0.88 0.11 4.43
C -1.29 0.36 3.10
O -0.41 0.62 2.17
C -0.44 3.26 -2.42
C 0.73 2.55 -3.11
C 0.46 1.05 -3.27
N 1.64 0.22 -3.00
C 1.57 -1.04 -2.94
C 0.38 -1.91 -3.08
C 0.49 -3.02 -3.92
C -0.60 -3.84 -4.19
C -1.82 -3.54 -3.58
C -1.93 -2.49 -2.69
C -0.82 -1.68 -2.37
O -0.96 -0.76 -1.44
H 0.35 4.56 -0.14
H 1.40 3.18 -0.55
H 0.34 3.06 0.83
H -2.02 4.47 -0.72
H -1.89 3.28 0.57
H -3.31 2.85 -2.09
H -4.01 3.13 -0.50
H -2.68 0.65 -1.60
H -4.23 0.81 -0.75
H -4.29 0.61 1.41
H -4.65 0.10 3.64
H -3.88 -0.33 5.96
H -1.44 -0.33 6.44
H 0.19 0.10 4.62
H -0.29 4.36 -2.51
H -1.36 3.02 -2.97
H 1.65 2.69 -2.54
H 0.88 3.02 -4.08
H 0.12 0.82 -4.28
H -0.33 0.78 -2.59
H 2.53 -1.55 -2.80
H 1.44 -3.22 -4.40
H -0.50 -4.69 -4.85
H -2.69 -4.16 -3.80
H -2.86 -2.28 -2.19
O 3.69 1.76 -1.97
C 4.14 1.96 -0.71
C 5.24 2.82 -0.60
C 5.79 3.13 0.63
C 5.25 2.59 1.79
C 4.17 1.72 1.69
C 3.61 1.39 0.45
C 2.45 0.45 0.46
O 1.35 0.79 -0.13
N 2.64 -0.65 1.13
N 1.45 -1.41 1.13
C 1.55 -2.54 1.72
C 0.48 -3.51 1.80
C 0.77 -4.79 2.30
C -0.16 -5.80 2.31
C -1.44 -5.54 1.79
C -1.76 -4.29 1.31
C -0.83 -3.22 1.33
O -1.19 -2.04 0.95
H 2.81 1.31 -2.07
H 5.64 3.24 -1.51
H 6.63 3.81 0.69
H 5.66 2.83 2.76
H 3.74 1.27 2.57
H 2.51 -2.79 2.16
H 1.77 -4.97 2.68
H 0.09 -6.78 2.70
H -2.18 -6.33 1.76
H -2.74 -4.08 0.90
*
```

=====

No. 3
# C35H36BrCl2N4O4Ti

C35H36BrCl2N4O4Ti as an isolated structure at a distorted geometry (wB97M-V/def2-TZVPD, OMol25).

E_LUMO = 1.554 eV
frontier orbital gap = 6.45 eV

Geometry as ORCA input:
```
! wB97M-V def2-TZVPD RIJCOSX def2/J DEFGRID3
* xyz -1 1
Ti -18.61 -2.43 -0.70
C -21.77 -4.85 -2.09
C -21.19 -5.52 -0.87
C -21.31 -6.89 -0.61
C -20.79 -7.40 0.58
C -20.21 -6.59 1.53
C -20.12 -5.17 1.35
C -19.40 -4.37 2.35
C -20.55 -4.69 0.10
N -20.52 -3.27 -0.08
C -21.42 -2.57 0.71
O -22.42 -3.05 1.17
C -20.89 -1.19 1.02
C -21.39 -0.40 2.08
C -20.83 0.83 2.35
C -19.77 1.26 1.56
C -19.34 0.48 0.53
N -19.82 -0.79 0.31
C -18.38 1.06 -0.42
O -17.77 2.09 -0.11
N -18.42 0.54 -1.76
C -19.01 1.41 -2.76
C -18.23 2.50 -3.24
C -16.79 2.72 -2.92
C -18.82 3.41 -4.13
C -20.19 3.37 -4.47
C -20.96 2.32 -3.89
C -20.37 1.30 -3.18
C -21.19 0.07 -2.83
H -22.70 -5.40 -2.44
H -21.12 -4.79 -2.98
H -22.06 -3.82 -1.91
H -21.79 -7.57 -1.35
H -20.66 -8.47 0.81
H -19.79 -7.07 2.42
H -19.43 -4.98 3.25
H -19.85 -3.36 2.51
H -18.34 -4.24 2.07
H -22.28 -0.73 2.63
H -21.04 1.38 3.25
H -19.29 2.25 1.64
H -16.67 3.80 -2.74
H -16.17 2.32 -3.72
H -16.52 2.27 -1.97
H -18.20 4.28 -4.47
H -20.63 4.25 -4.97
H -22.06 2.33 -4.00
H -21.56 0.18 -1.78
H -20.55 -0.87 -2.79
H -22.01 -0.07 -3.59
Cl -16.43 -2.10 2.81
C -15.74 -0.49 2.83
Cl -14.21 -0.53 3.80
H -16.40 0.20 3.32
H -15.45 -0.20 1.83
Br -12.33 0.26 -2.84
C -14.05 -0.42 -3.30
C -14.21 -0.66 -4.68
C -15.50 -0.81 -5.21
C -16.63 -0.68 -4.38
C -16.42 -0.55 -2.95
C -15.12 -0.41 -2.42
C -17.63 -0.77 -1.98
O -18.42 -1.83 -2.54
O -17.23 -1.14 -0.75
H -13.30 -0.64 -5.31
H -15.59 -0.87 -6.29
H -17.69 -0.82 -4.75
H -14.94 -0.20 -1.36
C -16.92 -5.23 -2.52
C -16.70 -4.82 -1.01
C -16.82 -6.06 -0.13
C -15.31 -4.15 -0.89
N -17.64 -3.85 -0.58
H -16.46 -6.21 -2.79
H -16.48 -4.41 -3.07
H -17.97 -5.15 -2.70
H -16.04 -6.79 -0.38
H -17.77 -6.59 -0.26
H -16.69 -5.85 0.92
H -15.22 -3.24 -1.48
H -14.49 -4.84 -1.20
H -15.19 -3.91 0.18
*
```

=====

No. 4
# C35H36BrN6PtS4SeSiTe

C35H36BrN6PtS4SeSiTe as an isolated structure at a distorted geometry (wB97M-V/def2-TZVPD, OMol25).

E_LUMO (spin up / spin down) = -3.163 / -3.162 eV
frontier orbital gap (spin up / spin down) = 6.56 / 6.56 eV

Geometry as ORCA input:
```
! wB97M-V def2-TZVPD RIJCOSX def2/J DEFGRID3
* xyz 1 1
Pt 1.41 0.46 0.59
N -1.66 1.29 3.66
C -1.86 2.58 3.16
C -2.68 3.62 3.56
C -2.60 4.78 2.82
C -1.73 4.90 1.72
C -0.93 3.86 1.32
C -1.00 2.68 2.06
N -0.33 1.48 1.89
C -0.74 0.70 2.85
C -0.24 -0.67 2.95
C -0.67 -1.69 3.73
S 0.22 -3.10 3.40
C 1.12 -2.27 2.23
N 0.80 -1.02 2.09
H -2.10 0.89 4.47
H -3.34 3.54 4.41
H -3.22 5.63 3.10
H -1.69 5.84 1.18
H -0.24 3.93 0.48
H -1.46 -1.68 4.47
H 1.90 -2.75 1.66
Br 4.13 -1.02 1.32
C 3.96 0.48 2.47
C 5.08 0.95 3.14
C 4.92 2.07 3.94
C 3.67 2.66 4.04
C 2.62 2.12 3.33
N 2.76 1.04 2.55
H 6.03 0.47 3.02
H 5.77 2.47 4.47
H 3.52 3.55 4.64
H 1.63 2.57 3.34
C 5.43 -5.08 -2.33
C 4.27 -4.17 -2.03
C 4.30 -2.82 -2.36
C 3.23 -1.97 -2.10
C 3.33 -0.54 -2.54
C 2.10 -2.50 -1.47
Te 0.53 -1.04 -1.28
C 2.02 -3.86 -1.15
C 0.82 -4.55 -0.55
C 3.12 -4.66 -1.43
H 6.29 -4.51 -2.67
H 5.16 -5.79 -3.11
H 5.71 -5.65 -1.45
H 5.17 -2.42 -2.85
H 4.27 -0.36 -3.06
H 3.28 0.15 -1.69
H 2.52 -0.27 -3.22
H 0.11 -3.86 -0.10
H 1.13 -5.25 0.23
H 0.28 -5.12 -1.31
H 3.06 -5.72 -1.18
S -5.20 0.55 -3.50
C -4.36 -0.37 -2.44
S -2.61 -0.28 -2.34
C -2.64 -1.38 -1.00
N -3.80 -1.80 -0.68
N -4.76 -1.26 -1.49
C -6.12 -1.62 -1.18
C -7.06 -1.76 -2.19
C -8.37 -2.07 -1.85
C -8.73 -2.27 -0.52
C -7.77 -2.16 0.47
C -6.46 -1.84 0.15
S -1.26 -1.88 0.02
H -6.78 -1.64 -3.22
H -9.10 -2.17 -2.63
H -9.75 -2.50 -0.27
H -8.03 -2.32 1.51
H -5.70 -1.76 0.92
C 2.77 3.12 -3.63
Si 1.52 3.26 -2.26
C 1.19 5.05 -1.85
C -0.05 2.35 -2.67
Se 2.50 2.36 -0.37
H 2.51 3.78 -4.47
H 2.82 2.10 -4.02
H 3.76 3.40 -3.27
H 1.37 5.68 -2.72
H 1.83 5.39 -1.04
H 0.15 5.20 -1.55
H -0.56 2.82 -3.51
H -0.73 2.33 -1.82
H 0.17 1.32 -2.96
*
```

=====

No. 5
# C35H36FGe2N3O3Pd

C35H36FGe2N3O3Pd as an isolated structure (wB97M-V/def2-TZVPD, OMol25).

E_LUMO (spin up / spin down) = -10.151 / -11.630 eV
frontier orbital gap (spin up / spin down) = 6.92 / 5.44 eV

Geometry as ORCA input:
```
! wB97M-V def2-TZVPD RIJCOSX def2/J DEFGRID3
* xyz 3 2
Pd -0.03 -0.06 -0.22
O -4.69 -4.76 -2.96
N -5.03 -4.32 -1.88
O -6.03 -4.60 -1.28
C -4.10 -3.36 -1.22
C -4.29 -3.18 0.10
C -3.41 -2.34 0.86
C -3.61 -2.12 2.23
C -2.73 -1.32 2.91
C -1.66 -0.75 2.22
N -1.46 -0.93 0.92
C -2.33 -1.73 0.22
C -2.15 -1.91 -1.20
N -1.12 -1.23 -1.78
C -1.00 -1.27 -3.09
C -1.86 -1.98 -3.91
C -2.88 -2.71 -3.35
C -3.05 -2.69 -1.94
H -5.12 -3.68 0.59
H -4.45 -2.57 2.73
H -2.84 -1.11 3.97
H -0.96 -0.11 2.73
H -0.18 -0.70 -3.52
H -1.73 -1.96 -4.99
H -3.56 -3.28 -3.96
C 2.35 -1.33 -2.43
C 2.20 0.15 -2.62
O 1.36 0.75 -1.56
H 2.67 -1.78 -3.38
H 1.40 -1.80 -2.17
H 3.09 -1.57 -1.68
H 1.73 0.40 -3.58
H 3.16 0.67 -2.56
H 1.16 1.67 -1.80
F -0.70 5.65 1.82
C -0.52 4.39 1.44
C -1.50 3.46 1.71
C -1.31 2.14 1.33
C -0.15 1.77 0.66
C 0.84 2.72 0.40
C 0.65 4.05 0.78
H -2.41 3.77 2.20
H -2.12 1.46 1.51
H 1.78 2.48 -0.06
H 1.40 4.80 0.59
C 3.06 -3.98 2.83
Ge 1.52 -3.57 1.74
C -0.23 -3.83 2.52
C 1.61 -3.96 -0.15
Ge 1.69 -0.56 1.55
C 3.46 -0.28 0.82
C 3.95 1.02 0.70
C 5.27 1.24 0.33
C 6.10 0.15 0.07
C 5.63 -1.14 0.21
C 4.31 -1.36 0.58
C 1.36 0.01 3.37
C 1.26 1.38 3.66
C 1.19 1.80 4.98
C 1.18 0.86 6.01
C 1.27 -0.49 5.73
C 1.35 -0.92 4.41
H 2.96 -5.05 3.03
H 3.07 -3.47 3.79
H 4.00 -3.81 2.31
H -0.25 -4.87 2.84
H -1.01 -3.68 1.78
H -0.40 -3.21 3.40
H 1.41 -5.04 -0.23
H 2.59 -3.77 -0.58
H 0.83 -3.44 -0.71
H 3.33 1.88 0.94
H 5.65 2.24 0.25
H 7.13 0.32 -0.22
H 6.28 -1.98 0.03
H 3.95 -2.38 0.67
H 1.27 2.13 2.88
H 1.13 2.85 5.21
H 1.12 1.20 7.04
H 1.28 -1.22 6.53
H 1.43 -1.98 4.22
*
```

=====

No. 6
# C35H36N2OP2S2W

C35H36N2OP2S2W as an isolated structure at a distorted geometry (wB97M-V/def2-TZVPD, OMol25).

E_LUMO (spin up / spin down) = -6.626 / -6.643 eV
frontier orbital gap (spin up / spin down) = 6.31 / 6.33 eV

Geometry as ORCA input:
```
! wB97M-V def2-TZVPD RIJCOSX def2/J DEFGRID3
* xyz 2 1
W -1.71 -1.09 -0.49
S 0.38 0.07 -0.57
C 1.02 -0.52 1.00
C 2.36 0.02 1.37
C 2.76 -0.38 2.57
C 1.78 -1.27 3.28
C 0.40 -0.65 3.29
C -0.03 -0.30 2.08
S -1.73 -0.10 1.63
H 2.94 0.62 0.68
H 3.71 -0.13 3.01
H 2.11 -1.58 4.26
H -0.23 -0.67 4.17
C 1.08 -0.16 -2.98
N 1.47 -0.37 -1.59
P 0.07 2.36 -0.58
C -0.12 2.78 1.17
C -1.41 3.10 1.60
C -1.63 3.51 2.90
C -0.57 3.61 3.78
C 0.73 3.33 3.35
C 0.95 2.93 2.05
C 1.74 3.01 -0.93
C 2.93 2.36 -1.25
C 4.07 3.09 -1.52
C 4.05 4.48 -1.49
C 2.86 5.14 -1.20
C 1.72 4.41 -0.92
P -0.55 -2.86 -1.35
C 0.76 -3.86 -2.03
C 0.43 -5.20 -2.19
C 1.38 -6.09 -2.67
C 2.65 -5.62 -3.00
C 2.96 -4.28 -2.86
C 2.03 -3.38 -2.38
C -0.19 -2.70 0.46
C 1.14 -2.10 0.92
C 1.60 -2.56 2.34
C 0.68 -3.49 3.05
C -0.54 -3.84 2.63
C -0.95 -3.47 1.29
H 0.97 0.90 -3.26
H 0.14 -0.67 -3.25
H 1.86 -0.58 -3.62
H -2.23 3.03 0.90
H -2.63 3.77 3.22
H -0.74 3.94 4.80
H 1.56 3.43 4.04
H 1.96 2.75 1.71
H 2.96 1.28 -1.30
H 4.99 2.57 -1.76
H 4.94 5.04 -1.70
H 2.82 6.22 -1.18
H 0.80 4.95 -0.68
H -0.56 -5.57 -1.93
H 1.13 -7.13 -2.79
H 3.38 -6.31 -3.38
H 3.95 -3.93 -3.13
H 2.27 -2.33 -2.25
H 1.91 -2.33 0.19
H 2.59 -3.02 2.27
H 1.04 -3.87 4.00
H -1.17 -4.48 3.21
H -1.86 -3.91 0.90
C -6.22 1.76 -1.18
N -4.78 1.61 -1.39
C -4.10 2.72 -2.07
C -4.11 0.55 -1.03
C -4.79 -0.61 -0.36
O -2.85 0.47 -1.25
H -6.42 2.81 -0.96
H -6.56 1.17 -0.34
H -6.75 1.48 -2.08
H -4.78 3.12 -2.82
H -3.19 2.36 -2.54
H -3.86 3.50 -1.34
H -5.19 -0.35 0.62
H -4.05 -1.42 -0.20
H -5.58 -1.03 -0.97
*
```

=====

Number 1: total energy -3333.98021 hartree. Number 2: total energy -2765.72861 hartree. Number 3: total energy -6219.32584 hartree. Number 4: total energy -8928.77771 hartree. Number 5: total energy -6125.77849 hartree. Number 6: total energy -3085.54619 hartree.